No. 1
62
Properties=species:S:1:pos:R:3 method="wB97M-V/def2-TZVPD" multiplicity=1 charge=-1 total_energy_ev=-105134.2930 orbital_gap_ha=0.204 lumo_energy_ev=1.6 e_homo_ev=-3.96
C 2.7887 -0.4806 4.2972
N 1.7368 -0.8496 3.3386
C 1.9970 -0.2484 2.0190
C 1.2483 -1.0260 0.8560
C 2.3734 -1.4447 -0.1286
C 2.0182 -2.4303 -1.2830
S 0.9937 -3.8624 -0.8517
O 1.9133 -4.9423 -0.5497
O 0.2319 -4.1982 -2.0138
O 3.1244 -0.3083 -0.6434
S 2.2116 0.7923 -1.3879
O 2.9037 2.0423 -1.2656
O 2.0271 0.4831 -2.7625
C 0.6323 1.0812 -0.4768
S -0.5924 2.0275 -1.4487
O -0.6200 1.6887 -2.8260
O -1.9283 1.9465 -0.9241
C -0.1393 3.8526 -1.4219
F 0.9987 4.0983 -2.0555
F -1.0951 4.4114 -2.1639
C -0.2201 4.5173 0.0080
F -1.2288 5.4064 -0.0035
F -0.4911 3.6581 0.9971
C 1.0521 5.3854 0.3134
F 0.8398 5.9246 1.5307
F 2.1534 4.6725 0.3894
F 1.1433 6.3982 -0.5174
C 0.0592 -0.2014 0.2421
C -0.7538 0.3357 1.4752
O -1.0253 -0.7625 2.3616
C -2.1820 -0.5408 3.0902
C -3.5684 -0.8328 2.5177
O -2.0744 -0.1568 4.1912
C -0.9765 -1.0188 -0.5711
O -0.7129 -1.0847 -1.9607
C -1.7661 -1.6306 -2.6528
F -2.7429 -0.7602 -2.8088
F -2.2955 -2.6971 -2.0472
F -1.3187 -2.0207 -3.8102
H 3.8063 -0.6245 3.8771
H 2.6401 0.5342 4.7020
H 2.6842 -1.1558 5.1664
H 1.8667 -1.8521 3.1972
H 3.0938 -0.3658 1.8541
H 1.8125 0.8364 2.0019
H 0.8809 -1.9439 1.3456
H 3.1133 -1.9835 0.4898
H 2.9781 -2.8692 -1.6092
H 1.6229 -1.9405 -2.1911
H 0.2304 -3.6655 0.2677
H 0.9381 1.7529 0.3483
H -0.2572 1.1797 1.9843
H -1.7459 0.7097 1.1623
H -3.7155 -1.9233 2.4110
H -3.6783 -0.3666 1.5245
H -4.3605 -0.4886 3.1930
H -1.1172 -2.0055 -0.0912
H -1.9543 -0.5125 -0.4487
N -3.8878 -2.6354 -5.0608
O -3.9668 -1.4208 -5.3369
O -2.9636 -3.3236 -5.5352
O -4.7357 -3.1604 -4.3048

***

No. 2
76
Properties=species:S:1:pos:R:3 method="wB97M-V/def2-TZVPD" multiplicity=1 total_energy_ev=-110265.2706 orbital_gap_ha=0.293 lumo_energy_ev=-1.0 e_homo_ev=-9.01
Cs -6.8971 -19.5762 13.2858
As -2.5440 -19.1532 13.8246
F -3.0263 -20.6372 14.6127
F -2.7328 -18.2839 15.2776
F -2.0466 -17.7235 13.0175
F -2.4041 -20.0722 12.3813
F -4.2396 -18.8190 13.4944
F -0.8995 -19.5164 14.1654
C -5.2876 -22.8246 11.7257
C -5.5772 -23.3322 13.1288
C -4.8310 -24.5871 13.5445
O -5.4164 -25.7226 12.9783
C -4.6068 -26.8777 13.1716
N -5.3421 -22.2155 14.0799
H -6.0659 -22.0937 11.5003
H -5.3159 -23.6595 11.0258
H -4.3120 -22.3387 11.6684
H -6.6496 -23.5347 13.2372
H -4.8363 -24.6394 14.6471
H -3.7664 -24.4909 13.2632
H -5.1692 -27.7152 12.7706
H -4.3815 -27.0031 14.2331
H -3.6818 -26.7578 12.5976
H -4.3553 -22.1944 14.3245
H -5.8251 -22.4174 14.9509
C 0.3139 -27.2230 12.5173
C -0.3176 -26.2727 11.5232
C -0.0987 -24.8349 11.9530
O -0.9319 -23.9880 11.2109
C -0.7880 -22.6301 11.6000
N 0.2346 -26.4691 10.1649
H -0.1299 -27.1606 13.5154
H 1.3923 -27.0905 12.6132
H 0.1482 -28.2510 12.1781
H -1.3979 -26.4154 11.4394
H 0.9550 -24.5579 11.7734
H -0.2514 -24.7546 13.0417
H 0.2527 -22.2854 11.5236
H -1.0250 -22.5481 12.6697
H -1.4609 -22.0407 10.9882
H 0.6222 -27.4009 10.0712
H 1.0113 -25.8371 10.0071
C -3.7939 -15.0455 14.6969
C -3.0406 -13.8386 15.2341
C -3.9785 -12.6847 15.5262
O -2.2880 -14.1946 16.3855
H -4.5273 -15.4282 15.4146
H -3.0885 -15.8652 14.5607
H -4.2745 -14.8239 13.7422
H -2.3139 -13.5699 14.4655
H -3.4778 -11.9038 16.1006
H -4.8030 -13.0487 16.1483
H -4.3764 -12.2585 14.6060
H -2.8862 -14.3097 17.1302
C 0.0402 -22.6033 16.0215
C -1.3186 -23.1856 16.4345
C -1.2432 -24.0839 17.6243
O -2.2996 -22.1807 16.6569
H 0.6094 -23.3715 15.4954
H 0.6074 -22.2674 16.8928
H -0.0988 -21.7533 15.3509
H -1.6165 -23.7697 15.5415
H -0.7687 -25.0308 17.3550
H -2.2291 -24.3544 18.0088
H -0.7055 -23.6244 18.4561
H -2.2709 -21.6118 15.8817
C -0.9161 -18.1118 9.5613
C 0.0644 -18.8627 10.3968
O 0.8899 -19.8027 9.7056
O -1.7195 -19.0867 8.8718
H -0.5093 -17.3961 8.8485
H -1.5588 -17.6412 10.3173
H -0.4784 -19.3800 11.1893
H 0.7626 -18.1811 10.8851
H 0.3692 -20.5983 9.5674
H -2.4725 -18.6421 8.4753

***

No. 3
15
Properties=species:S:1:pos:R:3 method="wB97M-V/def2-TZVPD" multiplicity=1 smiles="CC1=NSCOCS1" total_energy_ev=-29466.4878 orbital_gap_ha=0.327 lumo_energy_ev=0.5 e_homo_ev=-8.43 e_above_lowest_kcal_mol=76.2
C -1.8830 -1.5598 -0.9494
C -0.7469 -0.7164 -0.7611
C 0.7441 2.1035 0.4672
C 1.5487 -0.2596 1.1195
H -1.6020 -2.6689 -0.9384
H -2.6035 -1.2831 -0.0202
H -2.4603 -1.5552 -1.9782
H 1.6680 2.6828 0.3901
H -0.1692 2.5410 0.6586
H 1.7066 -0.5298 2.0997
H 2.3536 -0.3393 0.3149
N -0.6870 0.5141 -1.1371
O 1.0502 1.0074 1.4296
S 0.7351 1.4523 -1.1627
S 0.3456 -1.3890 0.4676

***

No. 4
78
Properties=species:S:1:pos:R:3 method="wB97M-V/def2-TZVPD" multiplicity=2 charge=+2 total_energy_ev=-1159676.8859 orbital_gap_ha="0.227 / 0.109" lumo_energy_ev="-7.1 / -10.3" e_homo_ev="-13.31 / -13.31"
Ba 3.7267 4.7225 4.3199
O 2.1601 2.4393 3.7766
C 1.6260 1.7492 2.8538
O 2.0796 1.1702 1.7893
B 1.0405 0.5074 0.9953
O -0.2159 0.8259 1.7233
C 0.0795 1.5135 2.8264
O -0.7376 1.8755 3.7005
O 1.3315 -0.9635 0.8909
C 1.2601 -1.2994 -0.3488
O 1.3107 -2.4526 -0.7813
C 1.0817 -0.0638 -1.1824
O 0.9864 0.9817 -0.3794
O 0.8213 -0.0930 -2.4164
Br -2.3962 -3.6290 -2.1017
C -1.7862 -5.2859 -1.1506
C -0.3578 -5.2133 -0.7260
Br -0.0721 -6.6551 0.5715
H -1.9695 -6.1886 -1.7335
H -2.4821 -5.3132 -0.3122
H -0.1970 -4.2356 -0.2718
H 0.3395 -5.2659 -1.5621
Br 2.2972 -6.1496 3.4264
C 1.5612 -4.4661 2.5749
C 2.0907 -3.1831 3.2649
Br 3.8032 -2.5400 2.5145
H 0.4827 -4.5565 2.7040
H 1.6963 -4.3734 1.4973
H 2.2542 -3.2939 4.3368
H 1.4098 -2.3441 3.1217
Br -0.3948 5.1068 1.7799
C -2.0340 4.1643 1.7986
C -3.1026 5.0807 1.2323
Br -4.9613 4.2800 1.3943
H -2.2062 3.7385 2.7872
H -2.0027 3.2640 1.1850
H -2.8989 5.1423 0.1633
H -3.0453 6.0925 1.6336
Br 2.0740 5.7555 -1.7656
C 1.8541 3.8279 -1.3196
C 3.0456 3.2926 -0.5114
Br 3.3660 4.1709 1.2042
H 1.5423 3.2165 -2.1664
H 0.9298 3.8423 -0.7420
H 4.0055 3.3285 -1.0266
H 2.9785 2.2458 -0.2149
Br 0.8717 2.4818 -5.0881
C -1.0922 1.9663 -4.9782
C -1.4766 1.0166 -6.1031
Br -3.2716 0.2124 -5.7234
H -1.7955 2.7912 -4.8642
H -1.1724 1.4340 -4.0305
H -0.6829 0.2697 -6.0878
H -1.5020 1.3766 -7.1316
Br -1.8781 3.0804 -1.7363
C -2.7850 1.3537 -1.5646
C -3.1998 0.8707 -0.1571
Br -4.6228 -0.5379 -0.2267
H -2.1412 0.6103 -2.0347
H -3.7357 1.3698 -2.0976
H -3.6419 1.7260 0.3540
H -2.3834 0.4179 0.4054
Br 1.0985 1.4634 6.6891
C 0.5899 -0.4313 6.8474
C -0.4050 -0.8164 5.7427
Br -1.1253 -2.6074 6.1159
H 0.1489 -0.4846 7.8428
H 1.5037 -1.0255 6.8472
H 0.0396 -0.8193 4.7475
H -1.2932 -0.1853 5.7126
Br -0.8631 -2.5575 -5.6119
C 1.1261 -2.2474 -5.4668
C 1.6838 -2.8492 -4.2000
Br 3.7334 -2.5086 -4.2765
H 1.4447 -1.2059 -5.5101
H 1.5312 -2.7052 -6.3693
H 1.5859 -3.9275 -4.0748
H 1.3355 -2.3007 -3.3248